26
Properties=species:S:1:pos:R:3 method="wB97M-V/def2-TZVPD" spin_multiplicity=1 de_lowest_ev=1.572 charge=0 lumo_ev=0.84
H -1.0234 0.2274 1.9323
C 0.6971 -2.3765 0.4282
H 0.2128 -3.1851 0.9775
H 1.2021 -0.1938 3.0766
C 1.3195 0.1345 0.3838
H 0.1712 1.6055 0.8466
C 0.5673 -1.0571 1.1878
C -1.4884 1.3518 -2.0897
C 1.2769 -1.1398 2.5410
H 1.7440 -2.6463 0.2904
H 0.2295 -2.2964 -0.5527
C -0.9038 -0.7019 1.3738
H 2.1217 -0.4387 -0.0719
H -1.5387 3.4606 -2.5396
N 1.0012 1.3372 0.3114
H 0.2216 0.4800 -1.8233
H -1.8028 1.4954 -1.0448
O -0.6348 0.2302 -2.1960
H -0.5474 2.5036 -3.6486
C -0.8407 2.6288 -2.6081
H -2.3777 1.1019 -2.6726
H 2.3316 -1.3790 2.4131
H 0.8261 -1.9155 3.1595
H -1.4145 -1.4849 1.9346
H -1.3969 -0.6013 0.4091
H 0.0465 2.8595 -2.0184